{"formula": "C33H34N5O4RuS4", "method": "the ωB97M-V functional and the def2-TZVPD basis", "max_force_ev_per_a": 0.7, "energy_ha": -3540.2891, "de_lowest_kcal_mol": 30.5, "homo_lumo_gap_ha": [0.2649, 0.2438], "spin_multiplicity": 2, "homo_ha": [-0.2578, -0.2570], "s_squared": 0.7587, "elements": ["Ru", "S", "C", "S", "S", "C", "O", "C", "C", "C", "C", "C", "C", "N", "C", "N", "C", "C", "C", "C", "C", "C", "O", "C", "N", "C", "C", "C", "C", "C", "C", "O", "C", "H", "H", "H", "H", "H", "H", "H", "H", "H", "H", "H", "H", "H", "H", "H", "H", "H", "H", "H", "H", "H", "H", "S", "C", "N", "C", "C", "C", "C", "C", "C", "H", "H", "H", "H", "H", "C", "N", "C", "C", "O", "H", "H", "H", "H", "H", "H", "H"], "positions_angstrom": [[0.093241, 0.188031, -0.297413], [-0.335567, 2.815410, 3.396505], [-0.214255, 1.865919, 2.077091], [0.968383, 2.011244, 0.821242], [-1.299397, 0.567585, 1.627763], [0.384316, -6.552174, 1.125571], [0.141756, -5.169239, 1.320190], [-1.145266, -4.729818, 1.268962], [-2.238957, -5.552828, 1.028826], [-3.519494, -5.017548, 1.010665], [-3.720407, -3.665062, 1.226494], [-2.626097, -2.840257, 1.446748], [-1.340437, -3.356935, 1.465805], [-0.253272, -2.485053, 1.747009], [0.718165, -2.122925, 0.888998], [1.029864, -2.897656, -0.151651], [1.487113, -2.331491, -1.365551], [1.241411, -0.994121, -1.686846], [1.676952, -0.585909, -2.949373], [2.325034, -1.447346, -3.823876], [2.555886, -2.770010, -3.479762], [2.126391, -3.213628, -2.237178], [2.261308, -4.499602, -1.783061], [2.940504, -5.411042, -2.621761], [1.331276, -0.939028, 1.042544], [2.732794, -0.939145, 0.943218], [3.463928, -0.043250, 0.173760], [4.853156, -0.060044, 0.161975], [5.541370, -0.986664, 0.920643], [4.835065, -1.897564, 1.698047], [3.450117, -1.872006, 1.717496], [2.679968, -2.723395, 2.458794], [3.333801, -3.736658, 3.187887], [1.460835, -6.676209, 1.200896], [0.050438, -6.881326, 0.138477], [-0.106749, -7.152782, 1.894302], [-2.102992, -6.613045, 0.871890], [-4.362861, -5.673270, 0.835350], [-4.721202, -3.253072, 1.226526], [-2.747364, -1.777297, 1.616648], [-0.380298, -1.807405, 2.487191], [0.785606, -3.875617, -0.145037], [1.504324, 0.431528, -3.285347], [2.650341, -1.084585, -4.791896], [3.061090, -3.430243, -4.169633], [2.961134, -6.357271, -2.086327], [3.965468, -5.085329, -2.815218], [2.422571, -5.549985, -3.574299], [2.935669, 0.669196, -0.437771], [5.389053, 0.655000, -0.449200], [6.623414, -1.011943, 0.916131], [5.374826, -2.619757, 2.295092], [2.549009, -4.310202, 3.675398], [4.003569, -3.323048, 3.946487], [3.907708, -4.394707, 2.527983], [-3.036581, 2.921950, -2.378602], [-2.305552, 1.748920, -1.353866], [-1.022434, 1.639010, -1.453521], [-0.500368, 2.550662, -2.360723], [0.854452, 2.780291, -2.602259], [1.203274, 3.746206, -3.522811], [0.227920, 4.492011, -4.193735], [-1.114651, 4.304844, -3.932255], [-1.465146, 3.334646, -3.000392], [-2.885829, 1.165527, -0.652583], [1.595662, 2.221531, -2.046403], [2.248859, 3.942282, -3.719757], [0.530644, 5.239977, -4.914547], [-1.870518, 4.902884, -4.423823], [-1.965795, -0.428157, -3.799789], [-2.981055, -0.931996, -2.889801], [-4.345765, -0.959560, -3.365266], [-2.644119, -1.329250, -1.657882], [-1.504180, -1.321308, -1.215599], [-2.010883, -0.971866, -4.744832], [-0.985068, -0.562499, -3.350658], [-2.131430, 0.634500, -4.000022], [-4.444714, -1.631138, -4.219948], [-4.659061, 0.041240, -3.670392], [-5.009822, -1.304408, -2.573091], [-3.502583, -1.664724, -1.053845]], "forces_ev_per_a": [[-0.0730, 0.1457, -0.0876], [0.0188, 0.0081, 0.0338], [-0.1424, 0.0681, 0.0088], [0.1479, -0.0277, 0.0644], [0.0570, 0.0981, -0.0955], [0.0086, -0.0187, 0.0009], [0.0309, -0.0028, 0.0028], [-0.0172, 0.0523, -0.0356], [0.0156, -0.0240, -0.0020], [-0.0463, -0.0108, -0.0084], [-0.0019, 0.0189, 0.0053], [-0.0036, -0.0468, 0.0503], [0.0530, 0.0719, 0.0034], [0.1218, -0.1514, -0.0716], [0.0948, 0.0747, -0.0745], [-0.1725, -0.3215, -0.0442], [0.0592, -0.0284, -0.0514], [-0.1425, 0.2798, 0.0887], [0.0194, 0.0918, -0.0632], [-0.0204, 0.0978, -0.0365], [0.0205, -0.0873, 0.0251], [0.0326, 0.1180, -0.1136], [-0.0211, -0.0169, 0.0016], [0.0310, -0.0528, 0.0222], [-0.5671, 0.1288, 0.0857], [0.2040, -0.0487, -0.1428], [-0.0058, -0.0546, 0.0825], [0.0413, -0.0130, 0.0214], [-0.0039, 0.0503, -0.0622], [-0.0333, -0.1030, 0.1047], [0.0920, 0.0177, -0.0719], [0.0592, -0.0098, 0.0631], [-0.0122, -0.0302, -0.0241], [0.0038, -0.0008, 0.0016], [-0.0047, 0.0217, -0.0097], [-0.0080, 0.0142, 0.0134], [0.0085, 0.0113, -0.0005], [0.0098, 0.0075, -0.0014], [0.0087, 0.0064, 0.0116], [-0.0236, -0.0022, 0.0041], [-0.0292, 0.0832, -0.0205], [-0.0002, -0.0191, 0.0458], [0.0189, -0.0652, 0.0387], [0.0035, -0.0167, 0.0012], [-0.0077, -0.0084, 0.0118], [0.0097, -0.0002, -0.0039], [-0.0004, 0.0166, 0.0081], [-0.0298, 0.0289, 0.0026], [-0.0380, 0.0246, -0.0080], [-0.0057, -0.0084, 0.0044], [-0.0078, 0.0027, 0.0050], [-0.0082, 0.0123, -0.0066], [-0.0031, -0.0019, 0.0064], [-0.0127, 0.0255, 0.0072], [0.0015, 0.0021, -0.0112], [0.0431, 0.0070, 0.0041], [-0.0656, 0.1804, -0.0917], [0.1240, -0.6502, 0.0868], [0.1000, 0.3213, -0.0839], [-0.0216, -0.0174, -0.0049], [0.0350, -0.0922, 0.0719], [-0.1120, 0.0168, -0.0326], [0.0321, 0.0876, -0.0946], [-0.0818, -0.1860, 0.1926], [0.0443, 0.0400, -0.0132], [0.0119, 0.0057, -0.0461], [-0.0045, -0.0135, 0.0094], [-0.0071, 0.0047, 0.0147], [0.0221, 0.0019, -0.0042], [0.0254, -0.0034, -0.0608], [0.1196, 0.0662, -0.0804], [-0.0953, -0.0030, 0.0689], [-0.1104, 0.0407, -0.0747], [0.1204, -0.0421, 0.4148], [-0.0068, -0.0218, 0.0113], [0.0105, -0.0289, -0.0143], [-0.0217, -0.0408, -0.0192], [0.0203, 0.0058, -0.0112], [0.0044, 0.0039, -0.0059], [0.0321, -0.0027, -0.0047], [0.0518, -0.0877, -0.0125]], "mulliken_spin": [1.04, 0.04, 0.01, -0.03, 0.02, 0.00, 0.00, 0.00, 0.00, 0.00, 0.00, 0.00, 0.00, 0.00, -0.03, -0.01, -0.04, 0.18, -0.25, 0.00, 0.00, 0.01, 0.00, 0.00, 0.02, 0.00, 0.03, 0.00, 0.00, 0.00, -0.01, 0.00, 0.00, 0.00, 0.00, 0.00, 0.00, 0.00, 0.00, 0.00, 0.00, 0.00, 0.00, 0.00, 0.00, 0.00, 0.00, 0.00, 0.01, 0.00, 0.00, 0.00, 0.00, 0.00, 0.00, 0.00, 0.03, -0.04, 0.01, 0.01, 0.01, 0.00, 0.00, 0.00, 0.00, -0.01, 0.00, 0.00, 0.00, 0.00, 0.00, 0.00, 0.00, 0.00, 0.00, 0.00, 0.00, 0.00, 0.00, 0.00, 0.00]}